Entry 1:
Molecular formula: C4H15CoN2O
Method: DFT, ωB97M-V/def2-TZVPD

XYZ file:
```
23
C4H15CoN2O ωB97M-V/def2-TZVPD
C 1.7602 0.1129 1.7443
Co 0.1127 -1.2200 0.4392
N 1.5460 -0.9752 -1.1413
H 0.6493 0.0207 1.6104
H -1.0802 -2.1604 0.5216
H 1.9537 0.2311 2.8098
H 2.1156 1.0266 1.2573
H 2.2976 -0.7675 1.3712
H 1.2704 -0.0632 -1.5061
H 1.3924 -1.6571 -1.8755
H 2.5406 -0.9563 -0.9113
C -2.1527 1.9701 -0.6804
N -2.7547 0.8282 -1.3608
C -4.0816 0.9363 -1.9320
C -2.0820 -0.3188 -1.4822
O -0.8668 -0.4085 -1.1722
H -2.8066 2.8207 -0.8569
H -1.1545 2.1715 -1.0822
H -2.0722 1.7980 0.4012
H -4.0562 0.6068 -2.9811
H -4.7952 0.2922 -1.3970
H -4.3883 1.9811 -1.8678
H -2.6545 -1.1839 -1.8795
```

HOMO energy (alpha / beta)   1.0 / -2.9 eV
<S²>   3.77
Multiplicity   4
Energy above the lowest of the compared OMol25 structures with the same formula, charge and spin   4.70 kcal per mole
Net charge   -1
HOMO-LUMO gap (alpha / beta)   2.4 / 6.2 eV

Entry 2:
Molecular formula: C5H14N2O
Method: DFT, ωB97M-V/def2-TZVPD

XYZ file:
```
22
C5H14N2O ωB97M-V/def2-TZVPD
C -2.4009 -0.2285 -0.0380
C -1.3134 0.8213 0.0686
C 0.3694 0.5580 0.0768
C 0.8979 0.9787 -1.2975
N 0.9402 1.4978 1.0605
C 0.7106 -0.8896 0.4872
N 2.0810 -1.2806 0.2797
O -0.1233 -1.8234 -0.3109
H -2.3390 -0.7965 -0.9691
H -3.3816 0.2609 -0.0785
H -2.3896 -0.8869 0.8353
H -1.4843 1.3801 0.9938
H -1.4790 1.5362 -0.7459
H 0.3153 0.5352 -2.1130
H 0.8440 2.0619 -1.4642
H 1.9465 0.7168 -1.4709
H 0.5789 1.2794 1.9873
H 1.9488 1.3282 1.1124
H 0.4547 -1.0897 1.5329
H 2.2591 -1.2466 -0.7229
H 2.1580 -2.2711 0.4964
H -0.5933 -2.4415 0.2799
```

Structure (SMILES)   CC[C@@](C)(N)[C@H](N)O
HOMO energy   -9.2 eV
Multiplicity   1
Energy above the lowest of the compared OMol25 structures with the same formula, charge and spin   40.52 kcal per mole
HOMO-LUMO gap   10.0 eV

Entry 3:
Molecular formula: C44H36BrN4SSbSe4TeTi
Method: DFT, ωB97M-V/def2-TZVPD

XYZ file:
```
93
C44H36BrN4SSbSe4TeTi ωB97M-V/def2-TZVPD
Ti 0.2089 0.3941 -0.1233
C 0.5396 3.8087 -1.7035
C 0.6403 3.4501 -0.2473
C 1.5837 4.2459 0.5414
C 2.0721 3.9739 1.7511
C 0.0908 2.7389 2.6644
C -0.4584 2.0861 1.4382
N -0.0859 2.4580 0.1591
C -1.4378 1.0791 1.5536
C -2.2302 0.9241 2.7403
C -3.2393 0.0331 2.7571
C -3.5520 -0.6904 1.5887
C -2.7968 -0.5394 0.4609
N -1.6853 0.2616 0.4591
C -3.2404 -1.2860 -0.7689
C -4.6023 -1.4602 -0.9902
C -4.9996 -2.2034 -2.0925
C -4.0392 -2.7324 -2.9263
C -2.6937 -2.4795 -2.6548
C -1.6107 -2.9676 -3.5734
N -2.3244 -1.7776 -1.5894
H 0.7200 4.8787 -1.8343
H 1.2756 3.2806 -2.3128
H -0.4327 3.5701 -2.1133
H 1.9858 5.1089 0.0218
H 2.8247 4.6281 2.1816
H -0.1005 2.1199 3.5373
H -2.0544 1.5766 3.5841
H -3.8406 -0.0841 3.6504
H -4.3782 -1.3822 1.5778
H -5.3358 -0.9783 -0.3589
H -6.0549 -2.3339 -2.3106
H -4.3114 -3.2872 -3.8163
H -1.8724 -2.7624 -4.6081
H -0.6737 -2.4649 -3.3483
H -1.4551 -4.0470 -3.4480
Br 2.6076 0.6064 -1.3125
C 2.6242 -1.1786 -1.9552
C 3.5447 -1.5180 -2.8907
C 3.6172 -2.8643 -3.3181
C 2.7854 -3.7956 -2.7771
C 1.8189 -3.4383 -1.7988
C 0.9487 -4.4116 -1.2399
C 0.0269 -4.0396 -0.3091
C -0.0851 -2.6843 0.0871
C 0.6990 -1.6809 -0.4226
C 1.6967 -2.0893 -1.3726
H 4.2034 -0.7675 -3.3077
H 4.3397 -3.1410 -4.0773
H 2.8355 -4.8322 -3.0985
H 1.0260 -5.4420 -1.5751
H -0.6439 -4.7772 0.1215
H -0.8447 -2.4545 0.8239
S 2.3828 1.3155 1.7345
C 1.6757 2.7900 2.5692
N 2.2441 2.8301 3.9113
C 1.7635 3.5350 4.9719
C 0.7458 4.4305 5.0498
C -0.2080 4.8103 4.0115
C -0.4987 4.1009 2.9164
H 2.8842 2.0800 4.1041
H 2.3402 3.3584 5.8738
H 0.6482 4.9344 6.0037
H -0.7290 5.7511 4.1642
H -1.1797 4.5065 2.1770
Se -0.7052 3.3838 -5.0015
Sb -0.9699 0.9735 -4.6731
Se -0.3238 0.5887 -2.2281
Se -3.2897 0.2462 -5.0305
Se 0.5922 -0.3289 -6.0402
Te 0.7409 -0.7670 3.0377
C 2.5472 -1.8684 2.9776
C 3.6430 -1.4597 3.7330
C 4.8153 -2.2064 3.7377
C 4.9037 -3.3694 2.9807
C 3.8150 -3.7790 2.2214
C 2.6385 -3.0317 2.2195
C -0.0914 -2.2535 4.4128
C -0.2412 -1.8865 5.7538
C -0.7022 -2.8001 6.7027
C -1.0179 -4.0989 6.3224
C -0.8718 -4.4805 4.9931
C -0.4144 -3.5660 4.0488
H 3.5807 -0.5499 4.3169
H 5.6601 -1.8766 4.3321
H 5.8195 -3.9501 2.9796
H 3.8748 -4.6762 1.6162
H 1.8037 -3.3558 1.6143
H 0.0093 -0.8761 6.0569
H -0.8060 -2.4983 7.7388
H -1.3767 -4.8107 7.0571
H -1.1149 -5.4930 4.6907
H -0.3065 -3.8773 3.0145
```

HOMO energy   -1.6 eV
Multiplicity   1
Energy above the lowest of the compared OMol25 structures with the same formula, charge and spin   39.64 kcal per mole
Net charge   -2
HOMO-LUMO gap   5.0 eV

Entry 4:
Molecular formula: C3H10ClFNb
Method: DFT, ωB97M-V/def2-TZVPD

XYZ file:
```
16
C3H10ClFNb ωB97M-V/def2-TZVPD
F -1.6615 -0.9482 1.7888
Nb -1.6900 -1.1869 -0.2113
C -0.0985 0.4165 -0.6472
C 0.7469 0.5512 0.6102
C 2.1163 1.1579 0.4074
Cl 2.1537 2.5635 -0.6834
H -0.2769 -2.3708 -0.1598
H -2.8331 -2.6167 -0.0872
H -3.0734 0.0103 -0.3734
H -1.7654 -1.5586 -1.9725
H -0.5490 1.3557 -0.9187
H 0.5094 0.0730 -1.4686
H 0.9265 -0.4465 0.9786
H 0.1881 1.0948 1.3503
H 2.5084 1.4850 1.3535
H 2.7986 0.4199 0.0333
```

HOMO energy   -4.6 eV
Multiplicity   1
Net charge   -1
HOMO-LUMO gap   7.6 eV

Entry 5:
Molecular formula: C37H40CdO2P2
Method: DFT, ωB97M-V/def2-TZVPD

XYZ file:
```
82
C37H40CdO2P2 ωB97M-V/def2-TZVPD
Cd -0.6037 2.1024 -1.9829
C -1.9710 1.0068 -5.8599
C -1.9858 -0.3047 -5.6736
C -1.2582 -1.2727 -6.5697
C 0.2088 -0.9065 -6.9537
C 0.9799 -0.0280 -6.0095
C 0.9365 1.2928 -6.0086
C 0.1071 2.0620 -6.9831
C -1.3787 1.6382 -7.0767
C 1.4831 0.0407 -0.1331
H -2.5221 1.6867 -5.2131
H -2.6313 -0.8046 -4.9417
H -1.8178 -1.3881 -7.5073
H -1.2501 -2.2571 -6.0760
H 0.7420 -1.8646 -7.0402
H 0.1927 -0.4375 -7.9535
H 1.7380 -0.5749 -5.4428
H 1.6484 1.9003 -5.4534
H 0.5361 1.9198 -7.9909
H 0.1604 3.1285 -6.7396
H -1.9587 2.5424 -7.3205
H -1.4509 0.9201 -7.9088
H 0.9502 0.9843 -0.0824
H 2.3202 -0.0296 0.5728
H 0.7795 -0.7993 -0.0004
P -1.8079 -0.7711 -2.3349
P 2.1307 0.0050 -1.7935
C -0.2403 -1.1441 -3.1391
C 1.0675 -0.7510 -2.9772
C -2.6760 -2.3086 -2.0383
C -3.0665 -3.2118 -3.0511
C -3.7670 -4.3705 -2.7023
C -4.0745 -4.6442 -1.3599
C -3.6888 -3.7366 -0.3555
C -2.9951 -2.5850 -0.6885
C -2.9818 0.5236 -2.9039
C -2.5031 1.9207 -2.9987
C -3.4347 2.9855 -2.8250
C -4.7932 2.7265 -2.7687
C -5.2529 1.4013 -2.8030
C -4.3809 0.3158 -2.8789
C 3.5435 -1.0904 -1.6823
C 3.2706 -2.3903 -1.2169
C 4.3386 -3.2208 -0.8776
C 5.6550 -2.7774 -1.0617
C 5.9030 -1.5024 -1.5935
C 4.8493 -0.6364 -1.9107
C 2.6167 1.7018 -2.1851
C 2.6295 2.7532 -1.2407
C 2.8842 4.0572 -1.6587
C 3.1933 4.3424 -2.9907
C 3.2389 3.2884 -3.9214
C 2.9609 1.9668 -3.5333
H -0.3523 -1.9359 -3.9119
H 1.7506 -1.2248 -3.6978
H -2.8363 -2.9937 -4.0972
H -4.0868 -5.0667 -3.4832
H -4.6066 -5.5613 -1.0949
H -3.9430 -3.9475 0.6873
H -2.6940 -1.8591 0.0706
H -1.6663 2.2207 -3.7095
H -3.0206 4.0059 -2.8049
H -5.5044 3.5589 -2.7220
H -6.3310 1.2180 -2.7544
H -4.7774 -0.7064 -2.8705
H 2.2351 -2.7146 -1.0802
H 4.1275 -4.2062 -0.4633
H 6.4852 -3.4294 -0.7790
H 6.9255 -1.1680 -1.7485
H 5.0179 0.3757 -2.3034
H 2.4144 2.5464 -0.1851
H 2.8596 4.8683 -0.9245
H 3.4128 5.3638 -3.3140
H 3.5164 3.4850 -4.9589
H 2.9709 1.1443 -4.2670
C -2.5396 1.3285 2.2076
C -1.7658 1.1406 0.9256
O -1.5590 -0.0421 0.5622
O -1.4022 2.1938 0.2595
H -2.4180 0.4286 2.8141
H -3.6113 1.4383 1.9924
H -2.2263 2.1909 2.7925
```

HOMO energy (alpha / beta)   -4.9 / -4.9 eV
Multiplicity   1
Energy above the lowest of the compared OMol25 structures with the same formula, charge and spin   12.87 kcal per mole
HOMO-LUMO gap (alpha / beta)   4.6 / 4.6 eV

Entry 6:
Molecular formula: C10H40N13O13
Method: DFT, ωB97M-V/def2-TZVPD

XYZ file:
```
76
C10H40N13O13 ωB97M-V/def2-TZVPD
N -0.1602 0.2284 0.0915
O -0.5667 -0.4370 1.0235
O -0.0078 -0.3781 -0.9907
O 0.2569 1.3427 0.3000
C 1.7124 -2.8410 -3.0670
O 1.5999 -3.5234 -4.2888
H 1.7819 -3.5020 -2.2030
H 2.4929 -2.0826 -3.0060
H 0.7911 -2.2585 -3.0610
H 1.4003 -2.9142 -5.0034
C 1.5711 -3.0612 0.9937
O 2.8863 -3.3541 0.6260
H 1.0308 -3.0828 0.0473
H 1.1591 -3.8432 1.6316
H 1.4735 -2.0743 1.4461
H 3.3614 -3.6521 1.4051
C 1.5331 3.8918 -2.1163
O 0.5395 3.5406 -1.1735
H 1.5416 4.9625 -2.3202
H 2.4999 3.5117 -1.7865
H 1.3195 3.4398 -3.0849
H 0.7225 2.6461 -0.8769
C 2.9969 2.1388 2.5825
O 3.3126 1.4797 3.7715
H 2.3411 1.4591 2.0383
H 2.4760 3.0713 2.7999
H 3.8440 2.3797 1.9403
H 2.5319 1.4852 4.3301
C 3.7027 0.8572 -1.5713
O 4.5770 1.3779 -2.2510
N 3.8389 0.2736 -0.4190
N 2.5386 0.6389 -2.0716
H 4.7511 0.3099 0.0131
H 3.1562 -0.3184 0.0321
H 1.9249 0.0627 -1.5135
H 2.3326 0.9508 -3.0099
C -0.3812 1.1135 -4.6099
O -0.5431 1.8872 -5.5919
N 0.4855 0.1010 -4.5904
N -0.8568 1.3085 -3.4434
H 0.6855 -0.3274 -3.6979
H 0.8821 -0.1743 -5.4776
H -0.7057 0.6510 -2.6917
H -1.3686 2.1695 -3.3137
C -2.7418 -2.8428 -0.9858
O -3.6698 -3.5878 -1.2202
N -2.3942 -1.9238 -1.8344
N -1.8864 -2.8851 0.0151
H -1.6362 -1.2932 -1.6153
H -3.1521 -1.6939 -2.4612
H -2.0122 -3.4650 0.8324
H -1.3325 -2.0516 0.1515
C -1.0949 2.5664 3.1899
O -1.6643 3.1511 4.0749
N -0.7993 1.2999 3.2621
N -0.5175 3.1722 2.1555
H -0.5198 0.9315 2.3641
H -1.1389 0.6891 3.9913
H 0.1604 2.6172 1.6529
H -0.7229 4.1607 2.1301
C -2.6598 -3.1272 3.4803
O -2.7473 -3.8580 2.4787
N -3.3667 -3.3102 4.5073
N -1.7809 -2.1518 3.5379
H -3.8980 -4.1692 4.5091
H -3.3265 -2.7587 5.3524
H -1.6207 -1.7075 4.4307
H -1.1053 -1.9277 2.8213
C -3.6584 1.7029 0.3374
O -4.6880 1.6012 -0.2631
N -2.8866 2.7332 0.2292
N -3.2463 0.9442 1.3402
H -3.2295 3.4589 -0.3838
H -1.9876 2.8632 0.6708
H -3.8030 0.1951 1.7263
H -2.3343 1.2131 1.6808
```

HOMO energy   -6.7 eV
Multiplicity   1
Energy above the lowest of the compared OMol25 structures with the same formula, charge and spin   0.83 kcal per mole
Net charge   -1
HOMO-LUMO gap   8.5 eV